[1]
This record from the Open Molecules 2025 dataset describes a structure of composition C30H28N10O2S3Ti. The level of theory is ωB97M-V/def2-TZVPD.

Structure (XYZ):
```
74
Properties=species:S:1:pos:R:3:forces:R:3
N -5.54955 -0.83754 -3.75897 0.02 0.03 -0.03
H -0.12248 4.73630 0.92271 0.00 0.00 0.00
H 2.77139 4.24157 -1.23401 0.01 0.00 0.02
H -2.25947 1.21724 6.64363 0.00 0.00 0.00
C 4.99543 -0.98128 1.09638 -0.09 0.00 -0.01
S -5.51620 -1.14520 -5.34037 0.03 -0.03 0.03
C 0.93140 4.41252 -2.22504 0.02 -0.03 -0.01
Ti 0.25202 -0.69240 -0.24891 -0.36 -0.12 -0.58
H 0.09130 1.63113 7.27861 0.00 0.00 0.00
S -0.31782 -3.14297 -1.03679 0.00 -0.02 -0.03
C -0.13677 1.02228 6.41487 -0.01 0.00 0.00
H 1.72786 -0.56960 -3.16669 -0.01 0.00 0.00
H 1.08674 -5.04907 1.67553 -0.01 -0.01 0.00
C -3.35679 -0.95783 -4.40387 0.02 -0.02 -0.04
N 0.32238 -1.23804 1.86067 -0.07 -0.08 0.50
N -1.96582 -0.25438 -0.52927 -0.02 0.05 0.01
H 3.09703 -1.64752 -1.62098 0.02 0.00 0.00
C 0.14972 5.21441 -1.20033 -0.01 0.02 -0.01
S -0.99732 -1.67341 2.88508 -0.01 -0.01 -0.09
N 2.36145 -1.25133 0.25390 0.28 -0.03 -0.07
H -2.77958 -0.17429 4.66261 -0.01 0.00 0.00
C -0.96354 -1.01414 -5.15113 0.01 -0.01 0.00
C -1.92947 -0.88822 -4.15473 0.00 0.00 0.01
N -0.21191 -0.56808 -2.50561 0.07 -0.01 0.01
C 0.95450 1.84796 -0.11535 -0.07 0.05 0.08
H -4.82339 0.30938 1.13208 -0.01 0.00 0.00
C -4.18977 0.07012 0.29010 -0.01 0.00 0.01
C 0.69351 -0.67238 -3.47197 0.00 0.00 0.02
C 0.89989 0.48311 5.66524 -0.03 -0.01 0.01
H -2.36001 0.25042 1.41713 0.00 0.00 -0.01
H 1.92447 3.55523 0.74616 -0.02 0.00 0.00
H 0.31528 3.65094 -2.70317 0.00 0.01 0.01
O 0.15503 1.36557 0.70415 0.08 0.04 0.03
N 1.62565 -0.88214 3.77438 -0.07 -0.04 0.02
C -2.80799 0.03804 0.45575 0.02 0.00 0.00
C -4.29044 -0.75595 -3.35942 -0.04 -0.01 0.03
O 1.53906 1.16824 -1.00052 0.03 0.06 -0.09
H 0.72192 6.09269 -0.89581 0.00 0.00 0.01
C 1.23716 3.35127 -0.07389 0.04 0.02 0.03
C -1.75221 0.01137 4.94828 0.00 -0.02 -0.02
C 0.36573 -0.89622 -4.80407 0.00 0.00 0.00
N 0.84508 -4.27513 1.07863 0.01 0.01 -0.02
H -0.41343 -5.83072 -1.41514 0.00 0.00 0.00
N -3.92313 -1.18975 -5.57749 -0.02 0.04 0.01
H 5.48507 -1.47841 -0.94254 0.00 0.00 0.00
C -1.45721 0.79177 6.05746 0.01 0.00 0.01
N 1.93520 3.68008 -1.37466 -0.11 -0.11 -0.02
C -3.85100 -0.48417 -2.00364 0.00 0.00 0.02
C 1.46343 -1.02325 2.43402 0.34 0.01 -0.09
H -1.27136 -1.19328 -6.17279 0.00 0.00 0.00
H 2.56223 -0.78448 4.12703 0.01 0.02 0.00
H -0.90288 3.60600 -0.16791 0.00 0.01 -0.02
H 6.02078 -0.85955 1.41746 0.00 0.00 0.01
C -0.71937 -0.56879 4.22850 0.05 0.05 0.05
C -4.72198 -0.21370 -0.94749 0.01 0.00 0.01
H 1.44942 4.98783 -2.98760 -0.01 0.02 0.01
C 0.23021 -4.44821 -0.09235 0.01 0.01 0.05
H 0.32714 -6.50178 -0.00429 0.00 0.00 0.00
C 2.65892 -1.00784 1.53830 -0.43 0.14 0.46
C -1.51118 -0.66393 -2.83999 -0.04 0.01 0.02
C -0.02203 4.23330 -0.03502 0.01 -0.01 -0.02
H 4.16577 -0.56228 3.02408 0.01 -0.02 0.02
C 4.70081 -1.31596 -0.21725 -0.02 0.01 0.00
C 3.37294 -1.42191 -0.59860 0.01 0.05 0.04
H 1.93112 0.67935 5.93293 0.01 0.00 0.00
C 3.95116 -0.81893 1.99719 0.23 -0.12 -0.23
H 1.14843 -0.97792 -5.54459 0.00 0.00 0.00
H -0.79872 5.56283 -1.60212 0.00 0.00 0.00
H 0.88695 -3.34080 1.45182 -0.01 -0.01 0.00
H 2.18787 2.75103 -1.76051 0.07 0.06 -0.02
H -5.78969 -0.21694 -1.12235 0.00 0.00 0.00
C 0.59845 -0.32273 4.58170 0.03 -0.02 -0.04
C -2.47806 -0.47771 -1.75490 0.04 -0.01 -0.07
N 0.05068 -5.69184 -0.53421 -0.01 0.00 0.00
```
Positions in Å, forces in eV/Å.

The charge is +2. Its orbital gap (spin up / spin down) is 5.843 / 7.453 eV. For the HOMO energy (spin up / spin down), the calculation gives -0.4050 / -0.4666 hartree. The spin multiplicity is 3. The expectation value of S² is 2.01. The energy relative to the best compared isomer or geometry (same formula, charge and spin) is 0.000 eV.


[2]
This record from the Open Molecules 2025 dataset describes a structure of composition C30H28N10O2S3Ti. The level of theory is ωB97M-V/def2-TZVPD.

Structure (XYZ):
```
74
Properties=species:S:1:pos:R:3:forces:R:3
C 0.01412 1.39516 3.87639 0.11 0.14 -0.10
C -3.31828 1.08579 -1.16701 0.12 -0.59 0.06
H -1.21761 -2.83100 -0.93748 0.03 -0.01 0.00
C 1.60095 -3.60527 -2.52295 0.05 -0.09 0.18
H -3.00360 4.86497 -1.47699 0.00 -0.05 0.01
C 1.63537 3.61863 0.50132 0.10 0.06 0.08
H 1.27774 1.70574 -2.79654 -0.01 -0.13 -0.08
N 0.77227 1.76242 -0.77983 0.51 0.97 0.04
N -2.08925 1.64308 -1.28627 -1.12 0.65 -0.25
C 2.24970 4.11194 -0.61923 0.10 0.09 -0.08
H 2.43756 -4.97600 0.46775 0.02 0.00 0.02
C -2.18182 -2.34874 -1.02383 0.15 -0.01 0.09
S -8.00772 0.49769 -1.02871 -0.42 0.01 -0.01
N -7.02411 -0.77328 -1.09148 0.05 0.20 0.01
H 2.81247 5.03511 -0.56770 -0.02 -0.04 -0.01
C 0.12379 1.84749 1.48748 -0.10 0.08 -0.10
H -1.79792 -1.34280 4.69654 0.06 0.04 0.00
H 2.32889 -2.36763 0.38262 -0.01 0.13 0.18
H 0.92271 2.99598 2.95022 0.07 -0.02 0.03
C -5.79629 -0.28089 -1.11760 0.39 -0.30 -0.02
N 0.26332 2.25712 2.77659 -0.17 0.05 0.20
C 2.13092 3.41648 -1.84476 0.10 0.15 0.07
O 0.46651 -0.77534 -2.23402 0.35 -0.47 -0.24
N 6.53361 0.32173 0.24563 -0.12 -0.08 0.11
H 2.18334 -3.68337 -3.43626 -0.02 0.01 -0.03
C 5.51518 0.20045 -0.60973 0.07 -0.04 0.11
C -0.88053 0.34450 3.74874 -0.01 -0.13 0.05
H 6.68782 0.77712 -2.20733 0.02 0.02 0.00
C -5.74916 1.12931 -1.08795 0.42 0.28 -0.02
C 1.40398 2.26703 -1.88343 -0.07 -0.03 0.50
H 0.95972 -5.56689 -1.74283 0.00 -0.02 -0.02
H -5.48302 -3.01441 -1.25624 0.05 0.05 0.02
C -4.57020 -1.07245 -1.13618 -0.55 0.09 0.04
C 0.68460 1.58702 5.07256 0.08 0.06 0.08
C -3.33831 -3.10704 -1.14402 0.17 -0.18 0.00
H 0.95487 0.91247 7.08483 -0.03 -0.01 -0.05
H 5.02295 0.46852 -2.54968 0.01 0.00 -0.02
H -1.02345 3.39109 -1.50423 0.06 0.00 0.02
H 3.59233 -3.10597 -0.37164 0.05 0.05 0.01
H 1.70448 4.16334 1.43507 0.02 -0.02 -0.04
C 1.02570 -1.42125 -1.31499 -0.05 0.21 0.07
C 1.87709 -4.34174 -0.21238 0.08 0.10 -0.11
H 0.56563 -3.44716 -2.81781 -0.04 -0.01 0.03
N -0.71573 0.88839 1.12919 0.34 0.16 0.76
N -6.94069 1.70091 -1.03792 0.01 -0.20 -0.01
S -1.78163 0.15333 2.25060 -0.02 0.25 -0.11
C -4.55000 -2.46676 -1.18622 -0.31 0.07 0.03
C 0.44094 0.74323 6.14681 0.01 -0.01 0.04
C -4.37248 3.23071 -1.25013 -0.35 -0.06 0.03
C -3.12985 3.79498 -1.38087 0.20 0.16 -0.04
C -1.09891 -0.52099 4.80961 -0.01 -0.04 0.06
H 2.69568 -5.38731 -1.90711 0.02 -0.01 -0.01
S 3.96550 -0.26064 -0.07388 0.36 0.31 -0.16
H 0.90529 -4.12563 0.22528 -0.06 0.03 0.00
H -0.64006 -0.97343 6.85511 0.01 0.03 -0.05
C 0.88873 2.44002 0.41313 -0.11 -0.19 -0.05
C -2.01281 2.97136 -1.39665 0.08 -0.08 -0.03
Ti -0.58635 0.30563 -0.77584 0.97 -0.28 -0.20
H -3.27284 -4.18585 -1.18760 0.01 0.04 0.01
N 5.78397 0.46385 -1.89572 -0.25 -0.04 0.02
N 2.57745 -3.01781 -0.36526 -0.18 -0.33 -0.31
H 2.60366 3.78791 -2.74375 -0.02 0.01 0.03
N -2.17690 -1.01981 -0.98361 -1.26 -0.65 -0.21
H -5.27253 3.83482 -1.23194 0.05 -0.05 -0.01
C -4.47625 1.84111 -1.15293 -0.57 0.07 -0.04
C -0.44907 -0.31337 6.01872 -0.02 0.02 -0.01
H 6.36902 0.12374 1.21681 0.01 0.00 0.00
H 2.91182 -1.85782 -2.10288 0.03 -0.06 -0.04
C -3.36772 -0.38606 -1.07767 0.14 0.46 -0.13
H 1.39122 2.40600 5.16988 -0.05 -0.06 -0.01
C 1.78008 -4.86148 -1.63947 0.01 0.11 -0.03
C 2.09234 -2.42110 -1.66609 0.21 -0.27 0.14
O 0.71442 -1.22690 -0.09604 0.22 -0.65 -0.50
H 7.45736 0.60000 -0.04016 0.01 0.02 -0.01
```
Positions in Å, forces in eV/Å.

The charge is +2. Its orbital gap (spin up / spin down) is 5.056 / 6.667 eV. For the HOMO energy (spin up / spin down), the calculation gives -0.3880 / -0.4471 hartree. The spin multiplicity is 3. The expectation value of S² is 2.02. The energy relative to the best compared isomer or geometry (same formula, charge and spin) is 0.819 eV.


[3]
This record from the Open Molecules 2025 dataset describes a structure of composition C30H29AsFN4O8SbSe4Ti. The level of theory is ωB97M-V/def2-TZVPD.

Structure (XYZ):
```
79
Properties=species:S:1:pos:R:3:forces:R:3
C 3.12844 -0.68665 -4.43532 -0.02 -0.04 -0.01
H 5.60213 -1.83561 2.64681 0.01 -0.01 -0.01
C 3.79807 -2.00650 1.52360 0.08 -0.08 -0.13
C 4.30202 -1.60388 0.16282 -0.10 -0.31 -0.19
C 3.87141 -2.31706 3.86727 0.02 -0.01 0.00
Se 2.78315 0.95170 5.34133 -0.05 -0.05 -0.02
O -1.33107 -3.74872 -1.54556 0.02 -0.01 0.02
H -6.10091 1.66582 1.95778 0.00 0.00 -0.01
H 1.93497 -2.68438 4.76443 -0.01 0.01 0.00
N 2.41067 1.79636 -2.30025 0.14 0.11 -0.21
H -6.43394 -2.97170 1.21695 0.00 0.00 0.01
N 1.12223 5.72238 0.52408 0.02 -0.02 -0.06
C 2.65815 3.71534 -0.88898 0.00 -0.05 0.05
H -5.14957 0.65357 3.03273 0.00 0.01 0.00
H -0.18045 3.91439 -2.69168 0.00 0.01 0.01
H 2.71015 0.26058 -4.77314 0.00 0.00 0.01
C 0.75952 3.52999 -2.31825 -0.02 -0.03 0.01
O -0.08539 0.06348 -0.94559 0.00 -0.34 -0.07
H -0.13118 -2.84343 -3.90509 0.00 0.00 -0.01
C 1.45146 4.22778 -1.33571 -0.02 -0.01 0.01
N 2.48480 -2.20041 1.52143 -0.17 0.55 -0.06
H 0.71990 1.71556 -3.46527 0.02 0.03 -0.03
C -2.89533 -1.92552 -0.04766 0.00 0.01 -0.01
C 0.82375 5.46967 -0.76223 0.03 0.07 0.03
C 1.27433 2.32215 -2.75353 -0.07 -0.06 0.08
C -5.47575 -2.78536 0.73109 0.01 -0.01 0.01
C -1.69319 2.03734 0.06799 -0.03 0.01 0.01
H -4.84867 -3.65747 0.90415 0.00 0.00 0.00
C -3.69182 2.57611 1.29153 0.00 0.00 0.02
C -3.33141 0.30876 0.60478 0.01 0.02 0.00
H -5.64737 -2.68444 -0.34226 -0.01 0.00 0.00
H -4.54793 -1.69627 2.33132 -0.01 0.01 0.01
C 2.50184 -2.53549 3.85741 0.02 -0.05 0.02
Se -0.51389 2.96295 3.80433 0.05 0.05 0.04
F -2.14785 4.24279 0.72447 -0.01 -0.03 -0.01
As 1.90468 -1.53650 -3.16300 0.05 0.10 0.02
C -4.11553 1.26742 1.27422 0.00 0.00 -0.01
C 3.09251 2.50022 -1.40307 -0.08 -0.07 0.06
H 3.23057 4.19678 -0.10711 -0.01 0.00 0.01
H 2.23297 -3.91290 -2.40322 0.00 -0.01 -0.01
C 0.52201 -2.14104 -4.42478 0.01 0.02 0.03
C -0.80458 -2.76743 -1.03330 -0.03 -0.12 0.04
C -5.37473 0.85154 1.97975 -0.01 0.00 0.00
H 4.40373 -2.29281 4.80865 0.01 0.00 0.00
O 5.45035 -1.77554 -0.18800 0.05 0.22 0.08
C 4.54560 -2.05694 2.68029 -0.07 -0.12 0.04
O 0.00823 -1.65178 1.48445 0.16 0.09 -0.33
C -5.93983 -0.40518 1.34456 0.01 -0.01 -0.01
H -6.79936 -0.77183 1.90844 0.00 0.00 0.00
C -1.23730 -0.28510 -0.55165 0.01 -0.08 -0.07
C -2.49630 2.94937 0.68492 0.03 0.04 -0.01
H -3.20927 -2.95669 -0.04991 0.01 0.00 -0.01
C -1.68536 -1.62316 -0.59124 -0.05 0.00 0.03
H 4.05717 -0.47526 -3.90653 0.00 0.01 -0.01
O -0.41907 -2.94215 3.27267 0.01 0.04 0.02
C -2.12534 0.70560 0.01065 0.03 -0.03 0.00
H 0.63171 6.48052 0.96633 -0.01 -0.02 0.03
O 0.08952 6.17925 -1.44106 0.00 -0.03 -0.01
C 1.83240 -2.44051 2.65230 0.00 -0.02 -0.03
N -3.71039 -1.03331 0.54485 -0.01 -0.02 -0.01
C 0.32882 -2.37024 2.49105 0.01 -0.03 0.00
H 1.62778 5.07260 1.12446 0.00 0.02 0.04
O 3.33816 -1.13432 -0.58404 -0.12 -0.22 -0.10
C -4.88834 -1.50491 1.30781 0.00 0.01 0.00
H 3.32223 -1.33925 -5.28927 0.01 0.00 0.00
H -4.27132 3.33242 1.80670 0.00 0.00 0.00
H 0.96920 -2.62976 -5.29278 0.00 0.00 0.00
H 3.99693 2.04085 -1.02092 0.03 0.03 -0.03
H -0.72782 2.30202 -0.34025 0.01 0.01 0.00
Sb 1.82360 2.38828 3.66818 -0.08 -0.05 0.01
H -0.07340 -1.28953 -4.75683 0.00 0.00 0.00
Ti 1.43632 -1.01432 -0.04890 -0.10 0.22 1.47
O 0.45833 -2.63918 -0.80469 0.04 0.17 -0.33
H 3.79173 -3.06554 -2.48621 0.00 -0.01 -0.01
C 2.84828 -3.24276 -3.00233 -0.01 0.04 0.01
H 3.03769 -3.68088 -3.98415 0.00 0.00 0.00
H -6.27547 -0.20145 0.32226 0.00 0.01 0.00
Se 1.70221 0.85861 1.32167 0.32 0.10 -0.37
Se 3.33946 4.10097 2.85322 -0.12 -0.03 -0.05
```
Positions in Å, forces in eV/Å.

The charge is -2. Its orbital gap is 5.774 eV. For the HOMO energy, the calculation gives -0.0792 hartree. The energy relative to the best compared isomer or geometry (same formula, charge and spin) is 0.356 eV.


Number 1: DFT total energy -3901.8667 Eh. Number 2: DFT total energy -3901.8366 Eh. Number 3: DFT total energy -15013.0548 Eh.